This record from the Open Molecules 2025 dataset describes C31H32BrCsN5O6S as an isolated structure. The level of theory is ωB97M-V with the def2-TZVPD basis set.

XYZ file:
```
77
Properties=species:S:1:pos:R:3
Cs -0.6184 -2.2857 -0.8240
N -4.0512 0.1347 1.3183
N -4.1887 -1.2014 0.9162
C -3.0244 -1.9870 0.7486
O -3.1709 -3.0031 0.0289
O -1.9693 -1.5961 1.3075
H -4.7727 0.3749 1.9819
H -4.0771 0.7742 0.5339
H -4.8857 -1.4086 0.2164
O 0.7827 0.5307 -2.3442
C 0.9168 -0.2824 -3.5062
C 1.1879 -1.7583 -3.0250
O 0.8275 -2.7122 -3.7137
O 1.6930 -1.7995 -1.8585
C -0.3882 -0.2192 -4.2833
C -0.5016 -0.8697 -5.5112
C -1.6910 -0.8286 -6.2203
C -2.7890 -0.1428 -5.7115
C -2.6837 0.4981 -4.4880
C -1.4889 0.4597 -3.7761
C 2.1158 0.2176 -4.3229
C 1.9576 1.0840 -5.4011
C 3.0603 1.5928 -6.0753
C 4.3430 1.2432 -5.6810
C 4.5126 0.3862 -4.6020
C 3.4097 -0.1187 -3.9284
H 1.2625 0.0202 -1.6659
H 0.3444 -1.4217 -5.8968
H -1.7671 -1.3418 -7.1715
H -3.7194 -0.1147 -6.2661
H -3.5323 1.0339 -4.0795
H -1.3953 0.9624 -2.8235
H 0.9632 1.3706 -5.7172
H 2.9121 2.2672 -6.9105
H 5.2045 1.6353 -6.2079
H 5.5094 0.1075 -4.2812
H 3.5458 -0.7824 -3.0829
C -1.0294 -5.4570 1.2599
C -1.5229 -5.5213 2.7061
C -2.0030 -4.2312 3.3643
N -0.9589 -3.2268 3.4515
C -0.6498 -2.5512 4.5434
S -1.3549 -2.7324 6.0559
N 0.3532 -1.5855 4.4249
C 1.4740 -1.4526 3.6264
O 2.1403 -0.4408 3.7093
C 1.8895 -2.5824 2.7415
C 2.1854 -2.3451 1.4018
C 2.6398 -3.3929 0.6056
C 2.8269 -4.6521 1.1589
C 2.5428 -4.8823 2.4973
C 2.0580 -3.8531 3.2857
H -0.8542 -6.4752 0.9057
H -0.0750 -4.9286 1.1604
H -1.7574 -4.9921 0.5882
H -0.7332 -5.9456 3.3346
H -2.3642 -6.2184 2.7628
H -2.3114 -4.4514 4.3823
H -2.8491 -3.7917 2.8322
H -0.5956 -2.8968 2.5704
H 0.2937 -0.8727 5.1379
H 2.0525 -1.3552 0.9777
H 2.8257 -3.2042 -0.4408
H 3.1841 -5.4637 0.5365
H 2.6892 -5.8673 2.9235
H 1.8135 -4.0260 4.3278
Br -1.6596 2.1996 4.3110
C -0.3340 1.8384 3.0031
C 0.8282 2.5868 2.9529
C 1.7512 2.2734 1.9719
C 1.4704 1.2303 1.1038
N 0.3536 0.5092 1.1586
C -0.5495 0.8102 2.1028
H 1.0020 3.3877 3.6591
H 2.6810 2.8196 1.8850
H 2.1877 0.9558 0.3356
H -1.4539 0.2064 2.0861
```

Values from the calculation:
Kohn-Sham gap = 0.298 hartree
energy above the lowest of the compared OMol25 structures with the same formula, charge and spin = 62.9 kJ/mol
charge = -1
E_LUMO = 2.089 eV

Partial atomic charges computed with the Mulliken method, in multiples of e:
1. Cs 1.405
2. N -0.432
3. N -0.183
4. C -0.100
5. O -0.741
6. O -0.347
7. H 0.185
8. H 0.188
9. H 0.233
10. O -0.735
11. C 3.225
12. C -0.211
13. O -0.669
14. O -0.688
15. C -0.932
16. C -0.074
17. C -0.937
18. C -0.347
19. C -0.821
20. C -0.185
21. C -0.300
22. C -0.234
23. C -0.846
24. C -0.411
25. C -0.869
26. C -0.308
27. H 0.025
28. H 0.492
29. H 0.369
30. H 0.399
31. H 0.409
32. H 0.494
33. H 0.419
34. H 0.379
35. H 0.371
36. H 0.400
37. H 0.376
38. C -0.416
39. C -0.469
40. C -0.886
41. N 0.609
42. C 0.159
43. S -0.455
44. N 0.151
45. C -0.110
46. O -0.622
47. C 0.016
48. C -0.069
49. C -0.665
50. C -0.661
51. C -0.633
52. C -0.008
53. H 0.395
54. H -0.175
55. H 0.144
56. H 0.233
57. H 0.387
58. H 0.532
59. H 0.131
60. H -0.229
61. H 0.337
62. H 0.736
63. H 0.404
64. H 0.409
65. H 0.401
66. H 0.428
67. Br -0.190
68. C -0.311
69. C -0.205
70. C -1.157
71. C 0.101
72. N 0.251
73. C -0.358
74. H 0.423
75. H 0.409
76. H 0.327
77. H 0.638

---

This record from the Open Molecules 2025 dataset describes C31H32Cl4N6NiO2PSTe as an isolated structure. The level of theory is ωB97M-V with the def2-TZVPD basis set.

XYZ file:
```
79
Properties=species:S:1:pos:R:3
Ni 0.2818 0.5890 -0.6213
Cl -4.5633 5.2965 -0.5032
C -3.1028 4.4262 -0.2187
C -2.1023 4.9793 0.5609
Cl -2.3020 6.5312 1.2849
C -0.9204 4.2534 0.7694
Cl 0.3307 4.8702 1.8053
C -0.7212 3.0014 0.2043
O 0.3579 2.2764 0.4322
C -1.7726 2.4060 -0.5574
O -1.5927 1.1802 -0.9991
C -2.9317 3.1477 -0.7684
Cl -4.1858 2.4255 -1.7175
N 2.2452 -0.0542 -0.2200
C 2.9544 -0.8522 0.1978
C 3.8065 -1.8795 0.7112
C 4.7801 -1.5736 1.6618
C 5.5788 -2.5919 2.1531
C 5.4044 -3.8928 1.6980
C 4.4347 -4.1890 0.7482
C 3.6267 -3.1834 0.2465
H 4.9133 -0.5522 1.9942
H 6.3439 -2.3710 2.8849
H 6.0355 -4.6831 2.0827
H 4.3140 -5.2039 0.3941
H 2.8678 -3.3871 -0.4985
C -1.4966 0.3212 5.0191
N -1.3236 1.6166 4.2283
C 0.0647 2.2030 4.5545
N 1.0824 1.2457 4.3075
C 0.8462 0.0280 5.0709
N -0.4397 -0.5907 4.7481
C -0.4728 -1.0878 3.3606
P -0.2207 0.2356 2.0614
C -1.4927 1.3915 2.7526
C 1.2695 0.9909 2.8742
H -2.4644 -0.0948 4.7411
H -1.5007 0.6050 6.0720
H -2.0292 2.2886 4.5320
H 0.0266 2.4714 5.6109
H 0.1830 3.0896 3.9312
H 0.8610 0.2665 6.1362
H 1.6426 -0.6846 4.8619
H -1.4347 -1.5840 3.1958
H 0.3057 -1.8471 3.2504
H -2.4971 0.9984 2.5876
H -1.4185 2.3604 2.2588
H 1.4854 1.9225 2.3528
H 2.1225 0.3220 2.7464
C 1.9522 0.1718 -4.1230
Te 0.8933 1.6696 -3.0323
C -0.7785 1.0421 -4.1784
C -0.2024 0.3493 -5.3861
C -0.9789 0.1109 -6.5160
C -0.4389 -0.5347 -7.6163
C 0.8873 -0.9472 -7.5953
C 1.6651 -0.7145 -6.4728
C 1.1271 -0.0688 -5.3641
H 2.0168 -0.7304 -3.5127
H 2.9594 0.5138 -4.3503
H -1.3780 1.9116 -4.4393
H -1.3699 0.3757 -3.5591
H -2.0097 0.4460 -6.5354
H -1.0471 -0.7051 -8.4951
H 1.3169 -1.4409 -8.4571
H 2.7022 -1.0294 -6.4582
C -3.3272 -1.2521 -2.1778
N -2.8313 -1.9448 -0.9945
C -3.6182 -2.5154 -0.0130
C -2.7959 -3.0624 0.9047
N -1.5117 -2.8066 0.4645
C -1.5310 -2.1214 -0.7006
S -0.1738 -1.6518 -1.6152
H -4.4129 -1.2683 -2.1450
H -2.9752 -1.7680 -3.0699
H -2.9675 -0.2274 -2.1512
H -4.6923 -2.4921 -0.0660
H -3.0068 -3.6182 1.8004
H -0.6531 -3.1284 0.8755
```

Values from the calculation:
Kohn-Sham gap (alpha / beta) = 0.238 / 0.237 hartree
energy above the lowest of the compared OMol25 structures with the same formula, charge and spin = 8.1 kJ/mol
charge = +1
E_LUMO (alpha / beta) = -2.514 / -2.526 eV
multiplicity = 3

Partial atomic charges computed with the Mulliken method, in multiples of e:
1. Ni 0.107
2. Cl -0.199
3. C 0.300
4. C 0.130
5. Cl -0.196
6. C 0.785
7. Cl -0.176
8. C -0.683
9. O -0.943
10. C -0.601
11. O 0.743
12. C 0.212
13. Cl -0.216
14. N -0.260
15. C 0.329
16. C 0.347
17. C -0.294
18. C -0.715
19. C -0.382
20. C -0.608
21. C -0.437
22. H 0.530
23. H 0.417
24. H 0.408
25. H 0.422
26. H 0.508
27. C -0.853
28. N 0.104
29. C -0.554
30. N 0.217
31. C -0.982
32. N 0.205
33. C -1.247
34. P 1.620
35. C -0.875
36. C -1.043
37. H 0.365
38. H 0.368
39. H 0.354
40. H 0.358
41. H 0.242
42. H 0.307
43. H 0.367
44. H 0.407
45. H 0.467
46. H 0.450
47. H 0.088
48. H 0.401
49. H 0.329
50. C -1.040
51. Te 0.195
52. C -0.230
53. C 0.462
54. C -0.719
55. C -0.570
56. C -0.563
57. C -0.761
58. C 0.475
59. H 0.333
60. H 0.610
61. H 0.708
62. H -0.267
63. H 0.457
64. H 0.409
65. H 0.402
66. H 0.448
67. C -0.492
68. N 0.198
69. C -0.194
70. C -0.783
71. N 0.117
72. C -0.229
73. S -0.332
74. H 0.342
75. H 0.293
76. H -0.134
77. H 0.476
78. H 0.489
79. H 0.275

---

This record from the Open Molecules 2025 dataset describes C31H32DyN3O2Te as an isolated structure. The level of theory is ωB97M-V with the def2-TZVPD basis set.

XYZ file:
```
70
Properties=species:S:1:pos:R:3
Dy -0.3440 -1.5663 -0.9380
N -0.3952 -2.6501 -3.1047
C -0.5689 -4.0980 -3.0069
C 0.5343 -4.6746 -2.0953
N 0.8314 -3.8327 -0.9248
H -1.1450 -2.1821 -3.6113
H 0.4822 -2.3890 -3.6331
H -0.5675 -4.6447 -3.9253
H -1.6109 -4.3409 -2.5949
H 1.4094 -4.7641 -2.7390
H 0.2707 -5.7249 -1.8750
H 1.7864 -3.5168 -0.8839
H 0.5804 -4.2063 0.0052
C 0.8790 3.7832 2.4868
C 0.7503 2.7641 1.4192
C 1.6211 1.6469 1.5237
C 1.6832 0.6408 0.5258
C 2.2846 -0.6915 0.8675
O 1.5925 -1.6787 0.5621
C 3.5433 -0.8003 1.5938
C 4.4680 0.2093 1.5665
C 5.6741 0.0957 2.2283
C 5.9517 -1.0661 2.8324
C 5.1092 -2.1706 2.7392
C 3.8391 -2.0139 2.1653
C 0.8831 0.7926 -0.6302
O 0.9542 -0.1001 -1.6527
C -0.1177 1.7590 -0.6402
C -0.1483 2.7588 0.3586
C -1.3833 1.5288 -1.4273
N -1.7790 0.3273 -1.6356
C -3.1049 -0.0073 -2.2377
C -4.0125 -0.6601 -1.1778
Te -3.4588 -2.5384 -0.2858
C -2.1137 -1.7082 1.0605
C -1.9509 -0.3639 1.4370
C -1.0320 -0.0059 2.4411
C -0.1629 -0.9741 2.9995
C -0.2798 -2.2928 2.6119
C -1.2708 -2.7031 1.7512
C -2.1328 2.7832 -1.8580
C -3.4190 2.9947 -1.4409
C -3.8904 4.3209 -1.4642
C -3.1713 5.2984 -2.0893
C -1.8886 5.0339 -2.5863
C -1.3981 3.8054 -2.4341
H 0.3452 3.3997 3.3826
H 0.4556 4.7497 2.2192
H 1.9266 3.8162 2.8194
H 2.2253 1.5412 2.3843
H 4.1592 1.1069 1.0111
H 6.4348 0.9252 2.1513
H 6.8978 -1.2217 3.3028
H 5.2459 -3.0281 3.3632
H 3.1457 -2.8474 2.2863
H -0.9502 3.4969 0.2097
H -2.9181 -0.6448 -3.0627
H -3.5783 0.8390 -2.7408
H -5.0201 -0.8777 -1.5804
H -4.1384 -0.0293 -0.3708
H -2.3789 0.4338 0.8547
H -0.9321 1.0112 2.8453
H 0.5884 -0.6848 3.7516
H 0.3299 -3.0196 3.0992
H -1.4364 -3.7752 1.5570
H -4.0459 2.3243 -0.8193
H -4.8961 4.5340 -1.0169
H -3.5165 6.3577 -2.1509
H -1.3083 5.8106 -3.0329
H -0.4172 3.6046 -2.7463
```

Values from the calculation:
Kohn-Sham gap (alpha / beta) = 0.290 / 0.291 hartree
charge = +2
E_LUMO (alpha / beta) = -5.858 / -5.850 eV
multiplicity = 6

Partial atomic charges computed with the Mulliken method, in multiples of e:
1. Dy 0.718
2. N -0.469
3. C -0.491
4. C -0.716
5. N -0.287
6. H 0.254
7. H 0.327
8. H 0.485
9. H 0.158
10. H 0.362
11. H 0.355
12. H 0.267
13. H 0.238
14. C -1.462
15. C -0.866
16. C -0.858
17. C 1.231
18. C 0.417
19. O -0.333
20. C 0.399
21. C -0.005
22. C -0.851
23. C -0.370
24. C -0.911
25. C -0.251
26. C -0.489
27. O -0.877
28. C 1.401
29. C -0.396
30. C 1.367
31. N -0.016
32. C -0.729
33. C -1.179
34. Te 0.357
35. C -0.970
36. C 0.444
37. C -0.647
38. C -0.393
39. C -0.803
40. C -0.348
41. C -0.438
42. C 0.010
43. C -0.958
44. C -0.472
45. C -0.787
46. C -0.115
47. H 0.311
48. H 0.417
49. H 0.378
50. H 0.731
51. H 0.499
52. H 0.349
53. H 0.438
54. H 0.384
55. H 0.293
56. H 0.386
57. H 0.403
58. H 0.533
59. H 0.611
60. H 0.406
61. H 0.559
62. H 0.586
63. H 0.455
64. H 0.516
65. H 0.532
66. H 0.138
67. H 0.387
68. H 0.362
69. H 0.459
70. H 0.565

---

Which of these has the highest charge? C31H32DyN3O2Te

---

Look up the charge of the first one. -1